[1]
A molecular structure, C3H7FO2Sc in a non-equilibrium geometry, computed with wB97M-V/def2-TZVPD.

<S²> = 0.7595
E_LUMO (alpha / beta) = -0.4219 / -0.4850 Eh
Electronic energy = -1128.74737 a.u.
Total charge = +2
2S+1 = 2
Relative energy (zero: lowest compared OMol25 entry of this formula, charge and spin) = 0.0 kcal per mole
Highest occupied orbital energy (alpha / beta) = -20.2 / -20.0 eV
HOMO-LUMO gap (alpha / beta) = 8.72 / 6.75 eV

Each line ends with the Löwdin charge.
Atoms and positions in Å:
1 O -0.75773 0.51138 -1.17108  -0.23
2 Sc -0.73246 2.49912 -0.73654  1.78
3 F -0.59177 4.30572 -0.38579  -0.32
4 C 1.15485 0.27391 1.42269  0.03
5 O -0.06479 -0.03257 0.76208  -0.02
6 C 0.03546 -0.58989 -0.54519  -0.36
7 C -1.07194 -1.53490 -0.86032  0.05
8 H 0.90183 0.75612 2.37025  0.13
9 H 1.68898 -0.67246 1.59817  0.15
10 H 1.78584 0.92345 0.80131  0.13
11 H -2.11892 -1.22390 -0.72048  0.14
12 H 1.07189 -0.87487 -0.76490  0.19
13 H -0.24784 -1.97177 -1.62573  0.21
14 H -1.05339 -2.36935 -0.14447  0.12

---

[2]
A molecular structure, C31H37FIrN2O4Sb in a non-equilibrium geometry, computed with wB97M-V/def2-TZVPD.

E_LUMO (alpha / beta) = -0.0349 / -0.0401 Eh
Electronic energy = -2058.33444 a.u.
2S+1 = 1
Highest occupied orbital energy (alpha / beta) = -7.7 / -7.7 eV
HOMO-LUMO gap (alpha / beta) = 6.80 / 6.62 eV

Each line ends with the Löwdin charge.
Atoms and positions in Å:
1 Ir 0.31717 -0.51330 0.96996  1.03
2 C 1.44627 0.72490 4.71656  0.01
3 C 0.59127 -0.46380 4.50566  -0.33
4 N 0.32867 -1.01700 3.34146  0.10
5 C -0.46713 -2.10280 3.56986  -0.11
6 C -0.69943 -2.20300 4.92716  -0.06
7 N -0.01933 -1.15380 5.48826  0.19
8 C -1.50073 -3.10350 5.79766  -0.50
9 O -2.07503 -4.12580 5.21836  0.13
10 O -1.58833 -2.85150 6.97886  0.10
11 C -0.92353 -2.95870 2.42346  -0.59
12 O -1.59003 -3.96970 2.67546  0.05
13 O -0.58633 -2.58260 1.26726  -0.16
14 H 1.85687 1.02670 3.75826  0.06
15 H 2.26247 0.48930 5.39696  0.09
16 H 0.86987 1.54520 5.13976  0.09
17 H -0.01113 -0.98570 6.48336  0.18
18 H -1.91523 -4.15660 4.21036  0.08
19 C 0.78827 -1.00510 -5.20954  -0.13
20 C 0.34917 -1.69800 -3.93214  -0.52
21 C -0.96433 -2.43940 -4.11074  -0.16
22 Sb 0.16797 -0.37220 -2.10844  1.57
23 C -1.49243 1.04830 -2.62204  -0.53
24 C -1.70423 1.27490 -4.10364  -0.15
25 C -1.33323 2.37890 -1.90584  -0.14
26 C 2.02477 0.82470 -2.31264  -0.56
27 C 2.01497 1.89710 -3.38304  -0.13
28 C 3.19787 -0.12690 -2.47584  -0.15
29 H 0.82817 -1.73580 -6.02064  0.09
30 H 1.78297 -0.57910 -5.10684  0.05
31 H 0.09217 -0.22410 -5.50314  0.06
32 H 1.12187 -2.41360 -3.63274  0.08
33 H -1.77563 -1.74930 -4.33694  0.06
34 H -1.22153 -2.99010 -3.20694  0.07
35 H -0.89343 -3.14840 -4.93744  0.08
36 H -2.35793 0.52500 -2.20444  0.07
37 H -0.82463 1.73160 -4.55244  0.07
38 H -2.54283 1.95600 -4.25054  0.09
39 H -1.94023 0.35170 -4.62234  0.05
40 H -0.70103 3.05960 -2.47414  0.07
41 H -0.89623 2.24590 -0.91944  0.04
42 H -2.30833 2.85260 -1.78254  0.09
43 H 2.09937 1.30540 -1.33384  0.05
44 H 1.91817 1.47330 -4.37814  0.06
45 H 2.95197 2.45470 -3.34924  0.08
46 H 1.20427 2.60170 -3.22254  0.05
47 H 3.21357 -0.56770 -3.46994  0.06
48 H 3.14817 -0.93060 -1.74254  0.05
49 H 4.14027 0.40050 -2.32954  0.08
50 C -5.19113 0.68570 0.44046  -0.08
51 C -4.34453 -0.43070 0.41726  -0.07
52 C -3.00293 -0.28780 0.64896  -0.05
53 C -2.45373 0.96410 0.98836  -0.21
54 C -1.06263 1.11680 1.26166  -0.22
55 C -0.62573 2.34920 1.71156  -0.14
56 C -1.49023 3.44930 1.82516  -0.09
57 C -2.81203 3.32590 1.49516  -0.05
58 C -3.32983 2.08190 1.08496  -0.18
59 C -4.69273 1.91840 0.76526  -0.03
60 H -6.23543 0.57200 0.19416  0.10
61 H -4.75943 -1.40540 0.21486  0.11
62 H -2.34393 -1.14820 0.60666  0.08
63 H 0.41327 2.49000 1.98386  0.08
64 H -1.09743 4.39890 2.16136  0.10
65 H -3.48633 4.16750 1.55716  0.11
66 H -5.33383 2.78830 0.81316  0.11
67 F 6.59367 -0.84830 1.01926  0.05
68 C 5.24517 -0.73560 0.98586  -0.28
69 C 4.47587 -1.87730 0.85826  -0.02
70 C 3.09687 -1.74550 0.80466  -0.13
71 C 2.47477 -0.49730 0.89976  -0.29
72 C 3.29177 0.62490 1.05056  -0.14
73 C 4.67297 0.51930 1.08096  -0.02
74 H 4.95497 -2.84280 0.80226  0.12
75 H 2.49817 -2.63990 0.68266  0.10
76 H 2.85927 1.61560 1.13376  0.09
77 H 5.30107 1.39120 1.18316  0.12

---

[3]
A molecular structure, C5H6INO in a non-equilibrium geometry, computed with wB97M-V/def2-TZVPD.

E_LUMO (alpha / beta) = -0.0664 / -0.0663 Eh
Electronic energy = -621.67040 a.u.
2S+1 = 1
Relative energy (zero: lowest compared OMol25 entry of this formula, charge and spin) = 84.3 kcal per mole
Highest occupied orbital energy (alpha / beta) = -9.2 / -9.2 eV
HOMO-LUMO gap (alpha / beta) = 7.44 / 7.44 eV

Each line ends with the Löwdin charge.
Atoms and positions in Å:
1 C 0.60684 -1.50979 0.11501  -0.45
2 C 0.23549 -0.72593 -1.04661  -0.04
3 C 0.85443 0.63524 0.97285  -0.20
4 C -0.17859 0.38579 -0.00513  -0.41
5 C -1.58641 0.85160 0.08126  -0.02
6 N 0.19354 -0.54124 1.16882  0.12
7 O 0.85752 -2.66930 0.30148  0.15
8 I 3.45042 0.86958 -0.22120  0.17
9 H 1.05725 -0.43920 -1.78997  0.11
10 H -0.60566 -1.32053 -1.54576  0.16
11 H 0.83857 1.49214 1.63189  0.10
12 H -1.84492 1.80401 -0.53068  0.12
13 H -1.78913 1.17953 1.18234  0.12
14 H -2.08935 -0.01189 -0.31431  0.07

---

[4]
3 unconnected molecules or ions with the total composition C4H10NS in a non-equilibrium geometry, computed with wB97M-V/def2-TZVPD.

E_LUMO = -0.1664 Eh
Electronic energy = -610.83948 a.u.
Total charge = +1
2S+1 = 1
Relative energy (zero: lowest compared OMol25 entry of this formula, charge and spin) = 165.5 kcal per mole
Highest occupied orbital energy = -13.5 eV
HOMO-LUMO gap = 8.97 eV

Each line ends with the Löwdin charge.
Atoms and positions in Å:
1 C 0.83747 -0.93901 -2.13747  -0.16
2 C 0.90027 0.34901 -2.03845  0.00
3 C 0.74176 0.62433 1.40689  -0.16
4 C 1.08199 1.93269 1.93827  0.01
5 N 0.04378 -0.35522 1.73942  0.21
6 S -2.22948 -0.60019 -0.85609  0.57
7 H 0.87349 -0.48330 -3.24660  0.10
8 H 0.25739 -1.85448 -2.01405  0.06
9 H -3.24084 0.05477 -0.34350  -0.20
10 H 1.03472 2.87584 1.29330  0.14
11 H 2.10289 2.11734 2.15984  0.08
12 H 0.53946 1.89785 3.07674  0.18
13 H 0.72252 0.32239 0.43114  0.05
14 H 0.01505 -1.06505 0.97366  0.14
15 H -0.38242 -0.28318 2.71226  0.20
16 H -2.75976 -1.69405 -1.26878  -0.22

---

[5]
A molecular structure, C11H18Cl9NO6 in a non-equilibrium geometry, computed with wB97M-V/def2-TZVPD.

E_LUMO = 0.0023 Eh
Electronic energy = -5077.76411 a.u.
2S+1 = 1
Highest occupied orbital energy = -10.6 eV
HOMO-LUMO gap = 10.63 eV

Each line ends with the Löwdin charge.
Atoms and positions in Å:
1 C 2.85213 -13.77939 23.40354  -0.08
2 C 2.23834 -12.47658 23.41873  -0.30
3 N 1.76749 -11.44176 23.39555  0.13
4 H 3.77753 -13.90480 22.84138  0.08
5 H 2.15816 -14.49504 22.96270  0.08
6 H 3.04928 -14.00326 24.45193  0.08
7 C 2.20575 -9.05287 12.41999  -0.10
8 O 2.74713 -8.66378 13.63385  0.00
9 C 1.97470 -8.93075 14.73597  -0.46
10 O 0.88662 -9.56354 14.76386  0.07
11 O 2.54182 -8.36615 15.87626  -0.03
12 C 1.84146 -8.50887 17.10246  -0.07
13 H 2.82137 -8.71638 11.58581  0.10
14 H 1.24840 -8.58640 12.18764  0.10
15 H 2.02438 -10.11949 12.28762  0.10
16 H 0.78118 -8.26952 17.02116  0.09
17 H 2.22720 -7.78845 17.82377  0.09
18 H 1.98220 -9.48796 17.56036  0.10
19 C -4.55049 -9.69441 25.91589  -0.02
20 O -5.51237 -10.73975 26.14330  -0.03
21 C -6.12711 -10.88905 27.32140  -0.51
22 O -6.06153 -9.98132 28.19488  0.07
23 O -6.90263 -12.03381 27.26755  -0.02
24 C -7.36181 -12.66076 28.48822  -0.05
25 H -4.98554 -8.71465 26.11314  0.09
26 H -4.17394 -9.64643 24.89412  0.09
27 H -3.76222 -9.94330 26.62637  0.10
28 H -8.18059 -12.17221 29.01645  0.09
29 H -6.56771 -12.95312 29.17527  0.10
30 H -7.87232 -13.59139 28.24040  0.08
31 C 8.60164 -14.61940 16.44195  -1.47
32 Cl 9.45315 -16.01196 15.49036  0.42
33 Cl 9.62751 -13.22723 16.63088  0.55
34 Cl 7.84278 -15.20785 17.95655  0.50
35 H 7.76174 -14.26498 15.84440  0.00
36 C 7.72721 -11.78247 29.69734  -1.57
37 Cl 7.09966 -10.28265 30.49055  0.48
38 Cl 9.35534 -11.58897 29.06465  0.52
39 Cl 6.74191 -12.05186 28.34700  0.54
40 H 7.59059 -12.66382 30.32396  0.02
41 C 6.73529 -18.32168 28.78046  -1.43
42 Cl 5.73069 -17.60128 30.12663  0.46
43 Cl 8.40486 -17.54337 28.61879  0.45
44 Cl 5.81123 -18.10818 27.28204  0.50
45 H 6.97347 -19.36957 28.96301  0.01

---

[6]
A molecular structure, C14H44O8 in a non-equilibrium geometry, computed with wB97M-V/def2-TZVPD.

E_LUMO = 0.0067 Eh
Electronic energy = -1160.39348 a.u.
2S+1 = 1
Relative energy (zero: lowest compared OMol25 entry of this formula, charge and spin) = 808.5 kcal per mole
Highest occupied orbital energy = -8.1 eV
HOMO-LUMO gap = 8.27 eV

Each line ends with the Löwdin charge.
Atoms and positions in Å:
1 C 0.63955 -1.80714 0.77781  -0.19
2 O -0.35071 -1.25971 1.51362  -0.12
3 H 1.22597 -2.61179 1.22138  0.10
4 H 0.10515 -1.96673 -0.15869  0.08
5 H 1.49054 -1.17362 0.52766  0.03
6 H -1.04992 -1.90915 1.40912  -0.33
7 C 2.08698 3.15005 0.47922  -0.23
8 O 2.95113 4.09423 -0.06181  -0.04
9 H 1.22359 2.84571 -0.11241  -0.03
10 H 2.68233 2.27080 0.72534  0.05
11 H 1.62303 3.53240 1.38843  0.13
12 H 2.53680 4.31792 -0.89840  0.08
13 C -0.19386 3.94551 -0.66837  -0.13
14 O -0.00012 4.32099 -2.01902  -0.06
15 H 0.45078 3.08649 -0.48230  -0.07
16 H -0.05358 4.80779 -0.01653  0.12
17 H -1.26252 3.73847 -0.61164  0.10
18 H -0.78470 4.82954 -2.23677  0.08
19 C -2.66749 1.69641 1.01565  -0.18
20 O -3.01375 2.31492 2.30233  -0.10
21 H -1.91668 2.41327 0.68323  0.08
22 H -2.35577 0.65230 0.98790  0.04
23 H -3.60491 1.71428 0.45976  0.13
24 H -3.20707 3.23570 2.11160  0.07
25 C 1.93123 0.85361 0.71766  -0.12
26 O 0.75088 1.64954 1.00023  -0.20
27 H 1.73980 -0.19451 0.94768  0.06
28 H 2.33148 1.04602 -0.27777  0.13
29 H 2.69204 1.07312 1.46671  0.12
30 H 0.58292 1.44333 1.92265  0.15
31 C 0.90573 -0.43434 -1.66589  -0.09
32 C -0.09919 0.81055 -1.39771  -0.27
33 C -1.02414 0.69681 -0.22454  -0.14
34 O 0.77627 1.90767 -1.29618  -0.11
35 H 0.29540 -1.18980 -2.16072  0.05
36 H 1.28383 -0.75937 -0.69662  -0.01
37 H 1.74046 -0.13251 -2.29854  0.13
38 H -0.69327 0.99827 -2.29209  0.14
39 H -1.65193 -0.19416 -0.21189  -0.04
40 H -1.78376 1.46833 -0.09866  0.01
41 H -0.44438 0.53154 0.68357  0.09
42 H 0.57349 2.37698 -0.48363  -0.10
43 C 1.06947 -2.63785 -1.95301  -0.11
44 C 2.46963 -2.43971 -1.29221  -0.44
45 C 2.82296 -3.52180 -0.33666  -0.05
46 O 3.43748 -2.37727 -2.34811  -0.02
47 H 1.06265 -2.26977 -2.97897  0.11
48 H 0.27037 -2.22894 -1.33469  0.03
49 H 0.77486 -3.68498 -2.02249  0.10
50 H 2.35181 -1.47142 -0.80578  0.08
51 H 2.20829 -3.48641 0.56281  0.05
52 H 3.83284 -3.51039 0.07332  0.09
53 H 2.65769 -4.55271 -0.64976  0.09
54 H 4.21272 -1.99035 -1.93471  0.09
55 C -2.74743 -1.17867 0.06276  -0.03
56 C -2.36059 -1.83728 1.42945  -0.34
57 C -3.55292 -2.55902 2.07613  0.00
58 O -1.33859 -2.73507 1.06652  0.07
59 H -1.90156 -0.99380 -0.59937  0.08
60 H -3.20213 -0.19630 0.19038  0.08
61 H -3.43830 -1.82438 -0.47933  0.11
62 H -2.00323 -1.01184 2.04511  0.17
63 H -3.22390 -2.87363 3.06652  0.09
64 H -3.84040 -3.42860 1.48513  0.08
65 H -4.41002 -1.89191 2.16803  0.09
66 H -1.61333 -3.48763 0.53760  0.19